This record from OMol25 describes C10H9N4O6RhS2 as an isolated structure in a non-equilibrium geometry. The level of theory is the ωB97M-V functional and the def2-TZVPD basis.

The geometry in XYZ format:
```
32
Properties=species:S:1:pos:R:3:nbo_charge:R:1
Rh 2.665 -0.122 0.963 1.313
N -4.796 2.495 -0.327 -0.777
C -3.466 2.297 -0.493 0.219
C -2.936 2.020 -1.762 -0.279
C -1.603 1.712 -1.914 -0.129
C -0.783 1.709 -0.799 -0.414
C -1.269 2.045 0.456 -0.137
C -2.602 2.340 0.615 -0.267
S 0.821 0.980 -0.835 2.303
O 1.110 0.441 -2.126 -0.901
O 1.826 1.831 -0.208 -0.928
N 0.665 -0.200 0.306 -0.874
C 0.523 -1.508 0.081 0.544
N 1.547 -2.226 0.613 -0.493
C 1.473 -3.541 0.608 0.116
C 0.373 -4.185 0.056 -0.319
C -0.588 -3.373 -0.531 0.114
N -0.518 -2.057 -0.527 -0.451
H -5.420 2.528 -1.112 0.399
H -5.140 2.745 0.581 0.396
H -3.590 2.027 -2.619 0.217
H -1.188 1.474 -2.879 0.246
H -0.585 2.054 1.287 0.236
H -2.996 2.582 1.591 0.216
H 2.294 -4.093 1.046 0.226
H 0.276 -5.257 0.081 0.239
H -1.459 -3.785 -1.020 0.207
O 5.791 1.115 1.850 -0.934
S 5.166 -0.168 1.781 2.512
O 5.925 -1.285 2.278 -0.934
O 3.825 -0.129 2.586 -0.823
O 4.658 -0.465 0.370 -0.843
```

LUMO level (spin up / spin down) = -2.570 / -2.700 eV
E_tot = -53436.4331 eV
HOMO-LUMO gap (spin up / spin down) = 6.5 / 6.3 eV
2S+1 = 1
Energy above the lowest of the compared OMol25 structures with the same formula, charge and spin = 137.9 kJ/mol

---

This record from OMol25 describes C4H6O2 as an isolated structure. The level of theory is the ωB97M-V functional and the def2-TZVPD basis.

The geometry in XYZ format:
```
12
Properties=species:S:1:pos:R:3:nbo_charge:R:1
O 1.602 -0.141 -0.902 -0.712
C 0.941 0.323 0.234 0.020
C -0.463 0.875 0.057 0.048
C -1.059 -0.392 -0.540 -0.424
C 0.043 -0.606 1.091 0.026
O -0.736 0.545 1.446 -0.527
H 2.271 -0.776 -0.615 0.479
H 1.571 0.934 0.891 0.184
H -0.754 1.889 -0.262 0.175
H -2.130 -0.529 -0.376 0.221
H -0.670 -0.746 -1.494 0.228
H -0.614 -1.374 0.470 0.281
```

LUMO level = 0.797 eV
E_tot = -8334.1867 eV
HOMO-LUMO gap = 9.1 eV
2S+1 = 1
Energy above the lowest of the compared OMol25 structures with the same formula, charge and spin = 605.4 kJ/mol

---

This record from OMol25 describes a single H4N2O3 molecule in a non-equilibrium geometry. The level of theory is the ωB97M-V functional and the def2-TZVPD basis.

The geometry in XYZ format:
```
9
Properties=species:S:1:pos:R:3:nbo_charge:R:1
N 2.200 0.201 -0.349 -0.493
O 1.200 -0.262 0.648 -0.129
O 0.203 -0.988 0.228 -0.093
O -0.975 -0.139 -0.535 -0.205
N -1.999 0.210 0.239 -0.450
H 1.739 1.062 -0.630 0.338
H 1.997 -0.455 -1.083 0.338
H -1.728 0.874 0.927 0.344
H -2.636 -0.502 0.554 0.350
```

Structure (SMILES) = NOOON
LUMO level (spin up / spin down) = 0.669 / 0.668 eV
E_tot = -9179.2550 eV
HOMO-LUMO gap (spin up / spin down) = 9.9 / 9.9 eV
2S+1 = 1
Energy above the lowest of the compared OMol25 structures with the same formula, charge and spin = 178.5 kJ/mol

---

This record from OMol25 describes a 2-piece molecular cluster, C2H8N2 overall in a non-equilibrium geometry. The level of theory is the ωB97M-V functional and the def2-TZVPD basis.

The geometry in XYZ format:
```
12
Properties=species:S:1:pos:R:3:nbo_charge:R:1
C -0.188 -1.877 -1.322 -0.474
N -1.526 -1.384 -1.034 -0.218
H 0.455 -1.047 -1.542 0.261
H -0.318 -2.449 -2.256 0.290
H 0.031 -2.574 -0.511 0.301
H -2.365 -1.837 -1.408 0.424
H -1.641 -0.376 -1.191 0.414
C 0.700 2.234 1.836 -0.072
N 1.717 2.884 2.222 -0.549
H -0.281 2.596 2.136 0.175
H 0.838 1.341 1.216 0.116
H 2.576 2.488 1.853 0.332
```

Total charge = +1
LUMO level (spin up / spin down) = -4.263 / -9.443 eV
E_tot = -5173.1585 eV
HOMO-LUMO gap (spin up / spin down) = 8.4 / 3.2 eV
2S+1 = 2
Energy above the lowest of the compared OMol25 structures with the same formula, charge and spin = 271.0 kJ/mol
⟨S²⟩ = 0.7539

---

This record from OMol25 describes a 2-piece molecular cluster, C4H14N4 overall in a non-equilibrium geometry. The level of theory is the ωB97M-V functional and the def2-TZVPD basis.

The geometry in XYZ format:
```
22
Properties=species:S:1:pos:R:3:nbo_charge:R:1
C -0.318 0.939 0.903 0.461
C -0.766 -1.723 -0.946 -0.742
C 0.920 0.488 0.371 -0.375
C 0.037 -0.787 -1.656 0.311
N -1.116 1.819 0.235 -0.789
N 1.902 -0.175 1.230 -0.704
N -0.675 0.306 1.986 -0.737
N -0.446 0.208 -2.320 -0.644
H -0.816 -1.652 0.086 0.258
H -0.380 -2.727 -1.212 0.288
H -1.805 -1.639 -1.081 0.271
H 1.426 1.243 -0.281 0.231
H 1.099 -1.158 -1.925 0.252
H -0.671 2.534 -0.286 0.429
H -2.086 2.020 0.577 0.443
H 2.894 0.292 1.386 0.481
H 1.615 -0.131 2.190 0.427
H -0.242 -0.438 2.310 0.385
H -1.584 0.430 2.394 0.431
H 2.112 -1.225 1.052 0.453
H -1.308 0.760 -2.109 0.448
H 0.208 0.616 -2.905 0.422
```

Total charge = +2
LUMO level = -7.492 eV
E_tot = -10317.2216 eV
HOMO-LUMO gap = 9.3 eV
2S+1 = 1
Energy above the lowest of the compared OMol25 structures with the same formula, charge and spin = 249.5 kJ/mol

---

This record from OMol25 describes a single C14H19N3O4 molecule. The level of theory is the ωB97M-V functional and the def2-TZVPD basis.

The geometry in XYZ format:
```
40
Properties=species:S:1:pos:R:3:nbo_charge:R:1
C -1.899 -3.638 -3.103 -0.644
C -1.126 -2.369 -3.063 0.144
N -0.619 -1.823 -4.155 -0.271
N 0.000 -0.710 -3.776 -0.159
C 0.658 0.125 -4.738 -0.405
C -0.097 -0.518 -2.445 -0.054
C -0.822 -1.575 -1.935 -0.149
C -1.208 -1.828 -0.515 -0.244
N -0.255 -1.249 0.408 -0.605
C -0.578 -0.272 1.279 0.689
O -1.709 0.139 1.433 -0.635
C 0.623 0.273 2.038 -0.339
C 0.228 1.195 3.203 -0.362
C 0.586 0.696 4.579 0.808
O 0.732 1.405 5.538 -0.595
O 0.701 -0.637 4.654 -0.690
C 1.004 2.487 2.847 0.087
C 0.253 3.204 1.712 -0.429
C 0.599 2.292 0.521 -0.448
C 1.501 1.247 1.205 0.103
O 2.164 1.991 2.204 -0.508
H -1.428 -4.393 -2.473 0.215
H -2.913 -3.477 -2.740 0.219
H -1.938 -4.002 -4.125 0.236
H 1.722 0.214 -4.509 0.203
H 0.537 -0.340 -5.714 0.237
H 0.213 1.121 -4.753 0.205
H 0.344 0.332 -1.963 0.215
H -1.289 -2.907 -0.340 0.203
H -2.176 -1.368 -0.286 0.248
H 0.708 -1.525 0.302 0.396
H 1.238 -0.559 2.390 0.245
H -0.855 1.362 3.194 0.277
H 0.899 -0.899 5.567 0.502
H 1.268 3.096 3.708 0.230
H -0.815 3.264 1.901 0.220
H 0.648 4.209 1.574 0.217
H -0.284 1.846 0.069 0.221
H 1.158 2.829 -0.245 0.216
H 2.225 0.760 0.552 0.201
```

Structure (SMILES) = Cc1nn(C)cc1CNC(=O)[C@@H]1[C@@H](C(=O)O)[C@@H]2CC[C@H]1O2
LUMO level = 0.529 eV
E_tot = -27487.3674 eV
HOMO-LUMO gap = 9.5 eV
2S+1 = 1
Energy above the lowest of the compared OMol25 structures with the same formula, charge and spin = 129.4 kJ/mol

---

This record from OMol25 describes a single C10H13N2OP molecule in a non-equilibrium geometry. The level of theory is the ωB97M-V functional and the def2-TZVPD basis.

The geometry in XYZ format:
```
27
Properties=species:S:1:pos:R:3:nbo_charge:R:1
C -0.657 3.691 -0.159 -0.201
C -0.401 2.724 0.833 -0.224
C -0.537 3.444 -1.460 -0.225
C 0.237 1.563 0.486 -0.210
C -0.165 2.190 -1.881 -0.189
C 0.150 1.229 -0.916 -0.400
C 0.806 -2.503 1.167 0.065
C -0.372 -2.532 0.197 0.152
C 2.114 -1.514 2.791 -0.460
C -1.876 -1.923 -1.491 -0.448
N 1.071 -1.486 1.841 -0.375
N -0.674 -1.698 -0.669 -0.421
O 0.188 -0.285 -3.059 -1.106
P 0.692 -0.437 -1.650 1.289
H -0.936 4.665 0.196 0.204
H -0.425 3.069 1.837 0.204
H -0.827 4.155 -2.185 0.205
H 0.619 0.741 1.186 0.240
H -0.445 2.031 -2.927 0.240
H 1.627 -3.311 1.066 0.171
H -0.927 -3.496 0.384 0.172
H 1.738 -1.152 3.827 0.222
H 2.605 -2.520 2.935 0.178
H 3.025 -0.819 2.667 0.231
H -1.838 -1.464 -2.498 0.263
H -2.205 -2.998 -1.605 0.202
H -2.586 -1.364 -0.914 0.221
```

LUMO level = -0.234 eV
E_tot = -24894.4723 eV
HOMO-LUMO gap = 7.5 eV
2S+1 = 1
Energy above the lowest of the compared OMol25 structures with the same formula, charge and spin = 159.5 kJ/mol

---

> E_tot of number 3 (H4N2O3)?

-9179.2550 eV